# 1
Here is C27H28O7P4Zr as an isolated structure from the OMol25 dataset. Energies are from ωB97M-V/def2-TZVPD.

Frontier orbital gap ... 0.2710 hartree
Net charge ... +2
E_HOMO ... -15.067 eV

The geometry in XYZ format:
```
67
Properties=species:S:1:pos:R:3:forces:R:3
Zr -0.1833 0.0546 -0.3680 -0.75 -2.14 -1.62
O 1.9852 -0.3026 -1.0702 0.35 0.72 1.47
P 2.2967 0.6920 0.3003 1.89 0.26 -1.06
O 3.6688 0.6174 0.7180 -0.01 0.07 0.20
O 1.0787 0.2113 1.1059 0.47 0.40 0.67
O 1.8249 2.1111 -0.3262 -0.33 -0.12 0.37
P 0.3821 2.5989 -0.9081 1.02 0.95 -1.68
O 0.2992 1.4837 -2.2069 -0.05 1.08 1.48
O 0.3292 3.9632 -1.3501 -0.01 0.23 0.12
O -0.6731 1.9156 -0.0269 -0.32 1.23 0.49
H 2.8328 -0.4828 -1.5144 -0.37 -0.21 -0.23
H 0.5036 1.9741 -3.0221 -0.07 -0.46 -0.11
C -2.9523 -3.1486 0.3808 0.01 0.02 -0.07
C -3.6346 -1.8288 0.0072 0.49 -0.17 0.22
P -2.6260 -0.3070 0.3884 -2.56 0.06 -0.40
C -3.2477 0.3774 1.9465 0.75 -0.16 -0.07
C -2.3004 0.8858 2.8420 0.01 -0.01 -0.20
C -2.7241 1.3576 4.0744 0.09 0.01 0.11
C -4.0657 1.2895 4.4266 0.13 0.01 -0.10
C -5.0016 0.7884 3.5349 0.01 -0.03 -0.07
C -4.5985 0.3422 2.2893 0.08 -0.07 -0.22
C -3.1123 0.7863 -1.0054 0.40 -0.32 0.03
C -3.9585 1.8820 -0.8924 0.11 -0.01 0.09
C -4.2313 2.6581 -2.0111 -0.04 -0.12 0.22
C -3.6422 2.3652 -3.2305 0.15 -0.26 -0.04
C -2.7601 1.2953 -3.3390 0.02 0.03 -0.16
C -2.4920 0.5023 -2.2340 -0.16 -0.28 0.38
C -1.8717 -3.5911 -0.6055 -0.12 0.35 -0.05
P -0.3526 -2.5295 -0.7681 -0.27 -2.72 0.30
C 0.6156 -3.4744 -1.9746 -0.11 0.69 -0.15
C 1.0996 -2.7887 -3.0889 -0.12 0.16 0.20
C 1.8685 -3.4605 -4.0223 0.02 -0.01 -0.12
C 2.1427 -4.8087 -3.8503 0.03 0.14 0.02
C 1.6455 -5.4948 -2.7542 -0.09 -0.03 -0.01
C 0.8734 -4.8360 -1.8172 -0.13 0.15 0.06
C 0.5082 -2.7813 0.8411 -0.31 0.50 -0.14
C -0.0283 -2.1464 1.9708 -0.22 -0.47 -0.06
C 0.5940 -2.2785 3.1994 -0.05 0.10 0.08
C 1.7547 -3.0293 3.3195 -0.18 0.06 0.00
C 2.3010 -3.6436 2.2057 -0.05 0.00 -0.16
C 1.6934 -3.5045 0.9670 0.07 -0.01 -0.15
H -3.7148 -3.9318 0.3687 0.03 0.06 0.12
H -2.5597 -3.1039 1.4000 -0.06 -0.11 -0.02
H -4.5665 -1.7396 0.5727 0.12 0.16 -0.11
H -3.8850 -1.8193 -1.0589 0.06 0.14 0.13
H -1.2447 0.9161 2.5511 -0.31 0.05 0.29
H -2.0183 1.7671 4.7812 0.13 0.01 -0.01
H -4.3795 1.6324 5.4005 -0.03 0.04 0.07
H -6.0416 0.7334 3.8121 -0.14 0.05 0.01
H -5.3261 -0.0193 1.5771 -0.14 -0.07 0.05
H -4.3938 2.1277 0.0672 -0.05 0.03 -0.01
H -4.9183 3.4847 -1.9235 -0.04 0.12 -0.01
H -3.8813 2.9550 -4.1030 0.04 0.06 -0.03
H -2.3030 1.0723 -4.2923 0.02 -0.03 -0.07
H -1.8403 -0.3917 -2.3329 -0.42 0.29 -0.17
H -2.3052 -3.6553 -1.6104 0.09 -0.01 0.03
H -1.5309 -4.5963 -0.3358 0.12 0.20 -0.08
H 0.8511 -1.7282 -3.2069 0.19 -0.33 -0.12
H 2.2508 -2.9485 -4.8890 0.04 0.12 -0.14
H 2.7500 -5.3252 -4.5733 0.09 -0.09 -0.15
H 1.8492 -6.5460 -2.6342 0.04 -0.14 0.02
H 0.4887 -5.3775 -0.9656 -0.02 -0.06 0.07
H -0.9640 -1.5837 1.8993 0.28 -0.18 0.20
H 0.1735 -1.7998 4.0693 -0.07 0.06 0.11
H 2.2201 -3.1447 4.2850 0.07 0.01 0.11
H 3.1955 -4.2407 2.2993 0.08 -0.01 -0.02
H 2.1325 -3.9777 0.0999 0.06 0.04 0.05
```
Positions in Å, forces in eV/Å.

# 2
Here is C27H29AsMnN4OS3Te4 as an isolated structure from the OMol25 dataset. Energies are from ωB97M-V/def2-TZVPD.

Frontier orbital gap (alpha / beta) ... 0.2008 / 0.1942 hartree
Net charge ... +2
Multiplicity ... 4
<S²> ... 3.781
E_HOMO (alpha / beta) ... -11.151 / -11.181 eV

The geometry in XYZ format:
```
70
Properties=species:S:1:pos:R:3:forces:R:3
Mn -0.6459 0.2463 0.5390 -0.70 -0.05 0.89
S -2.4113 5.3551 -1.4041 0.09 0.08 0.26
C -2.8504 6.9989 -1.5492 -0.01 -0.11 -0.03
C -2.5537 7.7072 -0.4267 -0.08 0.11 -0.08
C -1.9612 6.9087 0.5764 0.15 -0.18 0.06
C -1.8109 5.5961 0.2103 -0.26 0.22 -0.35
C -1.2700 4.4996 0.9991 0.20 -0.12 0.38
C -1.1456 3.2114 0.4398 -0.10 0.12 -0.16
N -0.6757 2.1656 1.0915 -0.13 0.59 0.29
C -0.2564 2.3408 2.3691 -0.03 0.31 -0.06
C -0.3372 3.5754 3.0256 0.08 -0.35 -0.08
C 0.1455 3.6568 4.3748 0.05 0.03 0.11
C 0.6971 2.5863 4.9858 0.00 0.12 0.10
C 0.8157 1.3227 4.3161 -0.08 0.05 -0.27
C 1.4093 0.1956 4.8880 -0.02 -0.20 -0.22
C 1.5285 -0.9723 4.1483 0.00 0.28 0.12
C 1.0052 -0.9759 2.8426 0.06 -0.07 -0.15
N 0.3926 0.0578 2.2841 0.11 0.21 0.57
C 0.3202 1.2093 3.0101 0.10 -0.16 0.13
C 2.1727 -2.1574 4.7024 0.07 -0.44 0.06
C 2.9488 -2.2502 5.8266 -0.06 0.18 -0.15
C 3.3929 -3.5658 6.0983 0.05 -0.06 0.07
C 2.9527 -4.4653 5.1811 -0.10 -0.02 -0.10
S 1.9926 -3.7220 3.9749 0.06 0.17 0.12
C -0.8694 4.6584 2.3189 -0.10 -0.02 -0.29
H -3.3009 7.3491 -2.4642 0.01 0.03 0.02
H -2.7564 8.7619 -0.3167 0.03 0.00 -0.02
H -1.6361 7.3081 1.5265 -0.04 -0.01 0.01
H -1.4447 3.0470 -0.5884 0.01 -0.15 0.03
H 0.0723 4.6070 4.8883 0.02 -0.02 0.02
H 1.0799 2.6641 5.9955 -0.03 0.03 0.00
H 1.7797 0.2423 5.9034 -0.01 0.01 0.02
H 1.1192 -1.8575 2.2229 -0.11 0.00 -0.04
H 3.2230 -1.3988 6.4330 0.00 -0.01 0.02
H 4.0156 -3.8260 6.9411 0.01 -0.02 -0.02
H 3.1352 -5.5273 5.1389 0.03 0.02 0.02
H -0.9585 5.6189 2.8092 0.02 0.00 0.01
Te 0.7599 0.2728 -1.6840 0.68 -0.45 -1.48
Te 2.8396 1.4813 -3.0379 0.07 0.28 0.37
Te 1.0304 2.2412 -4.9392 -0.11 -0.09 -0.20
Te -1.0182 1.6947 -3.1791 0.06 0.18 0.00
S -0.9898 -1.9820 -0.0075 -0.26 -0.58 -0.68
C -1.0970 -3.4082 0.9519 -0.01 0.38 0.33
N -1.3218 -3.3789 2.2629 0.04 -0.23 0.03
C -1.5633 -4.5772 3.0718 -0.02 -0.15 0.02
C -0.8522 -5.7674 2.4471 -0.02 0.16 -0.08
C -1.1966 -5.8702 0.9708 -0.06 -0.09 0.10
N -1.0103 -4.5702 0.3247 -0.01 -0.19 0.06
H -1.3888 -2.4758 2.6978 -0.03 0.08 -0.04
H -2.6383 -4.7634 3.1348 0.01 0.03 0.00
H -1.1911 -4.3908 4.0777 0.01 0.03 -0.01
H -1.1499 -6.6828 2.9540 0.03 0.00 0.03
H 0.2239 -5.6421 2.5595 0.05 -0.04 0.03
H -2.2293 -6.1999 0.8346 0.01 0.01 -0.02
H -0.5449 -6.5889 0.4783 -0.02 0.01 -0.04
H -0.8501 -4.5417 -0.6696 0.03 0.10 -0.01
C -4.1784 -0.8795 -2.2860 -0.08 0.19 0.15
As -3.8533 0.2210 -0.7413 -0.12 -0.21 0.07
C -4.8432 1.8671 -0.8488 0.02 -0.21 -0.02
C -4.3473 -0.7031 0.8846 -0.13 0.09 -0.31
O -2.2265 0.6328 -0.7001 0.39 0.14 0.29
H -5.1565 -1.3539 -2.2229 -0.02 0.04 0.02
H -3.3958 -1.6332 -2.3423 0.04 0.03 0.07
H -4.1349 -0.2382 -3.1647 0.02 -0.03 -0.03
H -5.9062 1.6677 -0.9786 0.01 -0.03 -0.02
H -4.4682 2.4399 -1.6958 0.02 0.00 0.00
H -4.6891 2.4295 0.0706 0.04 -0.01 0.00
H -5.4032 -0.5321 1.0916 0.00 0.01 0.01
H -3.7442 -0.3054 1.6983 0.01 0.01 0.00
H -4.1693 -1.7689 0.7626 0.08 0.01 0.01
```
Positions in Å, forces in eV/Å.

# 3
Here is C27H29B2BrF4IN8O6V as an isolated structure from the OMol25 dataset. Energies are from ωB97M-V/def2-TZVPD.

Frontier orbital gap (alpha / beta) ... 0.2086 / 0.1257 hartree
Net charge ... +3
Multiplicity ... 2
<S²> ... 0.756
E_HOMO (alpha / beta) ... -14.863 / -14.863 eV

The geometry in XYZ format:
```
79
Properties=species:S:1:pos:R:3:forces:R:3
V -1.1649 -0.2596 -1.0041 0.12 -0.45 -0.93
C -4.5765 -1.4173 -3.5490 -0.02 0.00 0.01
C -3.3048 -0.9196 -2.9854 0.05 0.05 -0.03
N -3.0907 -0.6266 -1.7575 0.10 -0.36 0.29
O -4.0932 -0.9003 -0.8435 0.00 -0.05 -0.11
B -3.5464 -1.8468 0.0752 0.07 0.10 -0.26
F -2.7903 -2.8222 -0.4558 -0.07 -0.05 0.27
F -4.2203 -2.0257 1.2079 -0.11 0.01 0.00
O -2.2280 -0.6599 0.5992 -0.14 0.13 0.25
N -0.9512 -1.0375 0.7680 0.07 0.44 -0.18
C -0.3239 -1.5024 1.7662 0.15 -0.11 -0.19
C -0.9742 -1.9310 3.0294 -0.03 0.02 -0.03
C 1.7388 -0.7981 0.3870 -0.04 -0.37 0.19
N 0.9276 -0.6390 -0.8505 -0.14 0.68 0.02
O 1.6878 -0.2971 -1.8974 0.02 -0.04 -0.04
B 1.3588 -1.0393 -3.2034 -0.02 -0.13 0.01
F 2.3645 -0.7381 -4.0412 0.00 0.02 -0.02
F 1.1170 -2.3523 -2.9076 -0.01 0.02 0.03
O 0.1059 -0.4121 -3.7511 -0.04 0.13 -0.01
N -1.0155 -0.6742 -3.0918 0.17 0.05 0.12
C -2.0822 -0.7638 -3.8064 -0.06 -0.11 0.08
C -2.1169 -0.7447 -5.2864 0.01 -0.02 -0.03
C 3.2298 -0.9301 0.2522 0.02 0.00 -0.07
H -5.3835 -1.3639 -2.8269 0.00 -0.01 -0.01
H -4.4353 -2.4575 -3.8588 0.00 0.00 0.00
H -4.8330 -0.8522 -4.4461 0.01 0.01 0.00
H -1.9946 -2.2664 2.8515 0.00 0.02 0.02
H -0.9917 -1.0899 3.7288 0.02 0.01 0.00
H -0.4011 -2.7380 3.4820 0.00 -0.02 -0.01
H -1.1148 -0.7995 -5.6976 -0.01 0.00 0.00
H -2.5947 0.1755 -5.6334 0.01 0.01 0.00
H -2.7129 -1.5812 -5.6543 0.00 0.00 0.00
H 3.7004 -0.3166 1.0233 -0.01 -0.02 0.02
H 3.5887 -0.6241 -0.7250 0.00 0.02 0.01
H 3.5223 -1.9642 0.4172 -0.01 0.00 -0.02
O 3.0275 2.7010 -2.2811 0.01 -0.07 0.00
C 2.4813 3.8775 -1.9349 0.01 0.07 0.05
C 2.7475 5.0567 -2.6120 0.02 -0.01 0.00
C 2.1818 6.2388 -2.1723 -0.03 -0.01 0.04
C 1.3241 6.2813 -1.0623 0.04 -0.02 -0.06
C 1.0338 5.1184 -0.4075 -0.04 -0.09 -0.02
C 1.5990 3.8817 -0.8225 0.18 0.33 0.09
C 1.2603 2.7361 -0.0930 -0.24 0.30 0.07
O -1.0435 1.2444 -1.2907 -0.12 -0.09 0.85
N 1.7927 1.5525 -0.2354 0.28 -0.68 -0.43
N 1.0997 0.4924 0.2988 0.01 0.03 -0.10
C 1.1638 -1.6538 1.5359 -0.08 0.14 0.06
C 1.5058 -3.1187 1.4248 0.04 -0.08 -0.02
Br 0.6203 -4.0037 -0.0044 -0.01 0.03 0.01
C 2.3969 -3.7739 2.1679 -0.01 0.05 -0.01
C 3.2366 -3.2340 3.2538 0.00 -0.01 -0.03
C 4.5805 -3.6146 3.2683 -0.03 0.02 -0.01
C 5.4395 -3.1286 4.2401 -0.02 0.03 0.02
C 4.9618 -2.2776 5.2279 -0.04 0.00 -0.02
C 3.6187 -1.9234 5.2457 0.07 0.00 0.02
C 2.7617 -2.3965 4.2649 0.00 -0.02 0.01
H 3.5830 2.7708 -3.0707 -0.01 0.00 0.00
H 3.4130 5.0503 -3.4664 0.01 0.00 0.00
H 2.4142 7.1553 -2.6989 0.00 0.00 0.00
H 0.9078 7.2230 -0.7370 -0.01 0.00 0.01
H 0.3718 5.1169 0.4492 0.00 0.03 0.01
H 0.4949 2.7730 0.6742 -0.03 0.21 -0.02
H 2.4238 1.3770 -1.0227 0.11 -0.05 0.05
H 1.6619 -1.2651 2.4327 -0.01 -0.04 -0.02
H 2.5910 -4.8067 1.8959 -0.02 -0.01 0.01
H 4.9526 -4.2960 2.5131 0.00 -0.01 0.00
H 6.4782 -3.4291 4.2367 0.01 0.00 0.00
H 5.6284 -1.9130 5.9973 0.00 0.00 0.01
H 3.2334 -1.2976 6.0394 0.01 0.00 0.01
H 1.7064 -2.1614 4.3388 -0.02 -0.02 -0.01
I -7.9508 3.6858 1.8114 -0.04 0.04 0.00
C -6.2820 2.6643 1.5102 -0.04 -0.04 0.02
C -5.9519 1.4064 2.0732 0.08 -0.02 -0.01
N -4.7570 1.1172 1.6125 -0.13 -0.06 0.04
N -4.2351 2.0692 0.7698 -0.12 0.10 -0.03
C -5.1428 2.9989 0.7007 0.10 0.00 -0.02
H -6.5079 0.7657 2.7397 0.00 -0.01 0.01
H -4.2236 0.2732 1.7759 -0.04 -0.02 0.03
H -4.9994 3.8818 0.0984 0.01 0.01 0.00
```
Positions in Å, forces in eV/Å.